(1)
2 unconnected molecules or ions with the total composition C4H14NOS in a non-equilibrium geometry. Source: OMol25; level of theory: the ωB97M-V functional and the def2-TZVPD basis.

The geometry in XYZ format:
```
21
Properties=species:S:1:pos:R:3:nbo_charge:R:1
H -3.54638 0.73407 0.56237 0.177
H 2.20919 -0.56524 2.36353 0.260
H 0.32811 1.54083 -0.16145 0.269
C -1.34149 0.20116 -0.48744 -0.576
H 2.21154 -1.16069 0.04785 0.461
H 0.11636 -1.06906 1.32361 0.221
O 2.62788 0.15626 -2.54024 -1.015
C -0.33369 0.89948 0.38784 -0.470
H 2.47357 0.76546 1.25840 0.228
S -2.76317 -0.34628 0.46389 0.774
C 1.71364 0.30366 1.86546 -0.651
H 1.44718 -0.04636 -1.08821 0.480
H 3.44563 0.73139 -2.52246 0.524
H -1.69577 0.74793 -1.32989 0.303
H 1.39280 1.04433 2.63425 0.275
C 0.58725 -0.12964 0.92364 -0.017
H -1.01852 -0.65047 -0.97240 0.240
H -0.83437 1.62074 1.01034 0.283
N 1.35098 -0.75399 -0.31071 -0.708
H 2.54058 -0.26555 -3.44404 0.521
H 0.90664 -1.50690 -0.74418 0.421
```

Summary:
Maximum force: 3.39 eV Å⁻¹
2S+1: 2
HOMO-LUMO gap (spin up / spin down): 11.76 / 6.25 eV
E_HOMO (spin up / spin down): -18.93 / -18.93 eV
Net charge: +2
DFT total energy: -688.25845 hartree
LUMO energy (spin up / spin down): -7.2 / -12.7 eV

---

(2)
A molecular structure, C10H16Cl3FOPt in a non-equilibrium geometry. Source: OMol25; level of theory: the ωB97M-V functional and the def2-TZVPD basis.

The geometry in XYZ format:
```
32
Properties=species:S:1:pos:R:3:nbo_charge:R:1
C 0.36041 1.20873 -2.73148 -0.641
Pt 1.76624 -0.54821 1.28209 1.379
H 1.12544 -0.40779 3.40670 0.478
H -2.62379 0.32288 1.96387 0.194
C -0.99711 2.76850 -0.35627 -0.642
H -0.98304 0.14477 2.73558 0.340
C -0.94603 0.43490 0.67083 0.176
H -0.37360 1.04774 -3.53878 0.184
H 0.55295 2.29101 -2.62189 0.216
H 1.54262 -1.77306 -1.90839 0.295
H 0.20193 -2.74965 -1.63444 0.218
C 0.47532 -1.77955 -1.98682 -0.713
H 0.21662 -1.68573 -3.03290 0.190
C -0.68791 1.34143 -0.38831 -0.024
H -1.33222 -2.07954 1.73384 0.237
C -0.02847 -0.73654 -1.11720 0.150
Cl 2.08697 -2.89638 1.63790 -0.698
H -0.12560 3.36488 -0.67780 0.231
H 1.30443 0.72689 -3.03516 0.232
C -0.13977 0.61416 -1.47790 -0.044
C -1.01552 -2.17441 0.69467 -0.670
H -1.60739 1.75051 2.18395 0.193
C -0.43740 -0.87997 0.28896 -0.171
H -1.86837 -2.43016 0.05854 0.165
H -1.27626 3.11714 0.64571 0.211
H -1.81411 3.01107 -1.04063 0.187
C -1.58406 0.69075 1.95500 -0.735
F 2.63632 0.43098 2.92802 -0.767
Cl 2.31372 1.69400 0.38456 -0.721
O 0.41444 -0.82347 2.84525 -1.093
H -0.24961 -2.95752 0.64979 0.259
Cl 3.09284 -1.03836 -0.51727 -0.617
```

Summary:
Maximum force: 2.85 eV Å⁻¹
2S+1: 5
HOMO-LUMO gap (spin up / spin down): 4.94 / 5.89 eV
E_HOMO (spin up / spin down): 0.59 / -0.99 eV
Net charge: -2
DFT total energy: -2065.54517 hartree
LUMO energy (spin up / spin down): 5.5 / 4.9 eV